Entry 1:
C21H16N5S3Tc | wB97M-V/def2-TZVPD

Calculated values
highest occupied orbital energy (alpha / beta)	-2.583 / -3.137	eV
ΔE to the lowest compared entry with this formula, charge and spin	53.8	kcal per mole
net charge	-1
spin multiplicity	2
HOMO-LUMO gap (alpha / beta)	5.27 / 5.83	eV

Last column: natural (NBO) charge in e.
Cartesian coordinates (Å):
Tc  -0.373  -0.667  -0.488  0.4674
N  0.750  3.371  -1.869  -0.8265
C  0.488  2.208  -1.154  0.2579
S  -0.958  1.311  -1.615  -0.1557
N  1.263  1.893  -0.178  -0.4216
N  0.816  0.726  0.473  -0.3139
C  0.757  0.806  1.813  -0.0430
C  -0.092  -0.088  2.457  0.0966
C  -0.577  -0.155  3.761  -0.3547
C  -1.705  -0.969  4.044  -0.2018
C  -2.365  -1.721  3.114  -0.3183
C  -1.912  -1.747  1.707  -0.0781
N  -0.718  -0.924  1.479  -0.3768
H  0.488  3.293  -2.841  0.3832
H  1.699  3.693  -1.743  0.3752
H  1.246  1.628  2.322  0.1997
H  -0.139  0.464  4.531  0.2056
H  -2.069  -0.984  5.066  0.1981
H  -3.203  -2.345  3.397  0.2006
H  -1.863  -2.718  1.217  0.2011
S  -1.111  -2.813  -1.555  -0.1280
C  -0.299  -1.802  -2.668  -0.0868
N  0.791  -1.126  -2.329  -0.5499
C  1.230  -0.299  -3.353  0.2224
C  2.337  0.539  -3.278  -0.2323
C  2.657  1.315  -4.378  -0.2284
C  1.887  1.261  -5.541  -0.2365
C  0.781  0.429  -5.621  -0.2101
C  0.459  -0.350  -4.519  -0.2435
S  -0.876  -1.442  -4.289  0.3803
H  2.899  0.589  -2.355  0.2370
H  3.512  1.978  -4.333  0.2061
H  2.151  1.879  -6.390  0.2042
H  0.177  0.401  -6.519  0.2102
C  -2.001  -0.528  0.804  0.0267
C  -2.827  0.614  1.246  -0.0842
C  -4.181  0.380  1.491  -0.1303
C  -5.032  1.410  1.854  -0.2484
C  -4.538  2.701  1.995  -0.2318
C  -3.193  2.945  1.755  -0.2182
C  -2.345  1.915  1.374  -0.1758
H  -4.562  -0.630  1.390  0.1990
H  -6.081  1.205  2.033  0.1972
H  -5.197  3.511  2.281  0.1969
H  -2.798  3.949  1.850  0.2020
H  -1.309  2.125  1.154  0.2275


Entry 2:
C21H17BCl2IMgN5O3S | wB97M-V/def2-TZVPD

Calculated values
highest occupied orbital energy	-1.760	eV
ΔE to the lowest compared entry with this formula, charge and spin	26.7	kcal per mole
net charge	-2
HOMO-LUMO gap	5.81	eV

Last column: natural (NBO) charge in e.
Cartesian coordinates (Å):
Mg  -0.159  0.169  -0.194  1.7520
N  2.212  -1.280  3.909  -0.8478
C  1.290  -0.749  2.983  0.2730
S  -0.156  -1.664  2.758  -0.5239
N  1.716  0.373  2.484  -0.4907
N  0.974  1.011  1.479  -0.4057
C  1.213  2.275  1.483  0.1244
C  0.774  3.305  0.544  -0.2374
C  1.313  4.580  0.742  -0.1497
C  1.017  5.653  -0.077  -0.3346
C  0.141  5.437  -1.148  -0.1938
C  -0.420  4.201  -1.367  -0.3088
C  -0.144  3.086  -0.530  0.4271
O  -0.713  1.959  -0.738  -0.8636
H  2.093  -2.274  4.024  0.3757
H  3.157  -0.977  3.723  0.3673
H  1.866  2.630  2.282  0.1635
H  2.000  4.715  1.574  0.1877
H  1.456  6.627  0.100  0.1871
H  -0.097  6.256  -1.821  0.1860
H  -1.090  4.028  -2.201  0.2072
Cl  -7.293  -1.236  -1.551  -0.0699
C  -5.545  -1.216  -1.343  -0.1127
C  -4.748  -1.992  -2.191  -0.2233
C  -3.388  -1.995  -2.038  -0.1333
Cl  -2.416  -2.982  -3.091  -0.0111
C  -2.707  -1.213  -1.041  0.4950
O  -1.449  -1.232  -0.937  -0.8155
C  -3.577  -0.455  -0.196  -0.2932
C  -3.029  0.342  0.894  0.4370
O  -1.853  0.461  1.159  -0.5690
C  -4.965  -0.466  -0.356  -0.1669
H  -5.203  -2.592  -2.967  0.2231
H  -3.781  0.845  1.533  0.0991
H  -5.578  0.126  0.314  0.2105
I  3.982  0.175  -0.200  0.1542
C  2.920  -1.630  -0.221  0.1355
C  3.642  -2.774  -0.541  -0.3090
C  2.970  -3.981  -0.555  -0.1682
C  1.622  -3.997  -0.243  -0.2710
C  0.997  -2.800  0.054  0.0857
N  1.631  -1.619  0.060  -0.5131
H  4.692  -2.702  -0.781  0.2208
H  3.495  -4.894  -0.814  0.1997
H  1.051  -4.916  -0.235  0.2090
H  -0.056  -2.768  0.296  0.2436
B  2.475  0.485  -4.296  -0.5672
C  1.547  0.252  -3.017  0.3358
N  0.906  0.066  -2.075  -0.6639
H  3.315  -0.401  -4.306  -0.0224
H  1.780  0.431  -5.298  -0.0205
H  3.001  1.578  -4.185  -0.0139


Entry 3:
C21H17BrF2N4O5RuSe | wB97M-V/def2-TZVPD

Calculated values
highest occupied orbital energy (alpha / beta)	-11.336 / -11.640	eV
ΔE to the lowest compared entry with this formula, charge and spin	35.4	kcal per mole
net charge	+1
spin multiplicity	2
HOMO-LUMO gap (alpha / beta)	7.08 / 7.71	eV

Last column: natural (NBO) charge in e.
Cartesian coordinates (Å):
Ru  -0.527  -0.939  0.698  0.8089
O  -1.806  -3.362  6.264  -0.6151
C  -1.488  -2.800  5.098  0.3944
C  -0.702  -1.656  4.972  -0.3224
C  -0.450  -1.170  3.715  0.0823
N  -0.907  -1.722  2.579  -0.5034
C  -1.657  -2.836  2.726  0.1592
Br  -2.269  -3.653  1.169  0.1721
C  -1.969  -3.401  3.941  -0.3108
H  -1.415  -2.886  7.007  0.4981
H  -0.285  -1.157  5.836  0.2379
H  0.191  -0.311  3.601  0.2119
H  -2.569  -4.297  3.995  0.2662
F  1.427  -2.376  1.064  -0.3279
C  1.368  -0.997  1.042  0.4748
F  1.917  -0.526  2.189  -0.3460
H  1.947  -0.641  0.190  0.1550
O  0.265  -0.216  -1.209  -0.6894
C  -0.381  -1.105  -1.836  0.7872
O  -1.072  -1.909  -1.135  -0.6817
C  -0.366  -1.199  -3.307  -0.1872
C  0.459  -0.358  -4.051  -0.1315
C  0.469  -0.438  -5.434  -0.2100
C  -0.347  -1.356  -6.081  -0.1772
C  -1.155  -2.176  -5.316  0.0928
C  -1.184  -2.127  -3.938  -0.1630
N  -2.031  -3.155  -6.003  0.5178
O  -2.691  -3.890  -5.301  -0.3620
O  -1.901  -3.262  -7.202  -0.3552
H  1.097  0.346  -3.534  0.2275
H  1.113  0.209  -6.013  0.2328
H  -0.367  -1.446  -7.157  0.2619
H  -1.826  -2.787  -3.376  0.2730
C  -0.512  2.608  -1.281  -0.4097
N  -0.022  2.509  0.085  -0.3443
C  -0.586  1.826  1.094  0.2773
Se  -2.213  0.901  1.092  0.0354
N  0.106  2.117  2.218  -0.5467
C  1.174  2.955  1.925  0.1714
C  2.181  3.497  2.709  -0.2351
C  3.097  4.306  2.060  -0.1848
C  3.013  4.558  0.685  -0.1900
C  2.010  4.009  -0.093  -0.2086
C  1.089  3.204  0.562  0.0894
H  -1.417  2.015  -1.368  0.2460
H  0.239  2.223  -1.965  0.2302
H  -0.732  3.652  -1.501  0.2226
H  -0.159  1.757  3.119  0.4361
H  2.249  3.303  3.770  0.2337
H  3.898  4.758  2.628  0.2349
H  3.753  5.196  0.222  0.2349
H  1.946  4.202  -1.155  0.2361


Entry 4:
C21H17Cl2FeN3O2S4 | wB97M-V/def2-TZVPD

Calculated values
highest occupied orbital energy	-6.091	eV
HOMO-LUMO gap	4.86	eV

Last column: natural (NBO) charge in e.
Cartesian coordinates (Å):
Fe  -0.280  0.199  -0.012  0.5637
S  1.381  -1.004  1.107  -0.4449
S  2.671  0.376  1.967  -0.0523
S  2.431  2.140  0.909  -0.0679
S  0.391  2.366  0.745  -0.5094
O  -1.754  -0.699  7.868  -0.6668
C  -1.174  0.212  7.051  0.7742
O  -0.628  1.170  7.514  -0.5489
C  -1.277  -0.045  5.577  -0.1781
C  -1.059  1.026  4.718  -0.1333
C  -1.140  0.860  3.348  -0.2227
C  -1.438  -0.389  2.825  0.2263
C  -1.617  -1.477  3.673  -0.2364
C  -1.541  -1.303  5.042  -0.1992
N  -1.513  -0.555  1.399  -0.4025
C  -2.293  -1.463  0.942  0.0891
C  -2.121  -1.893  -0.457  0.1338
C  -2.962  -2.807  -1.059  -0.2050
C  -2.718  -3.165  -2.378  -0.1528
C  -1.648  -2.586  -3.033  -0.2324
C  -0.852  -1.674  -2.353  0.0814
N  -1.071  -1.344  -1.087  -0.4179
H  -2.227  -1.361  7.352  0.4802
H  -0.822  1.992  5.141  0.2450
H  -0.963  1.691  2.678  0.2642
H  -1.751  -2.472  3.270  0.2148
H  -1.631  -2.179  5.673  0.2058
H  -3.052  -1.938  1.561  0.1973
H  -3.793  -3.220  -0.503  0.2291
H  -3.353  -3.881  -2.882  0.2287
H  -1.425  -2.827  -4.063  0.2314
H  -0.016  -1.187  -2.832  0.2165
Cl  -2.215  1.459  -0.941  0.0603
C  -1.596  2.713  -2.044  -0.3861
Cl  -1.035  2.036  -3.575  -0.0222
H  -0.767  3.190  -1.526  0.2691
H  -2.422  3.382  -2.250  0.2310
N  1.001  0.583  -1.380  -0.3375
C  1.832  0.695  -2.158  0.3961
C  2.865  0.937  -3.118  -0.1129
C  3.148  -0.008  -4.101  -0.1786
C  4.160  0.243  -5.011  -0.2109
C  4.886  1.424  -4.932  -0.1796
C  4.605  2.359  -3.945  -0.2057
C  3.593  2.122  -3.030  -0.1655
H  2.585  -0.932  -4.139  0.2200
H  4.386  -0.485  -5.778  0.2218
H  5.679  1.614  -5.643  0.2203
H  5.179  3.273  -3.883  0.2250
H  3.362  2.831  -2.247  0.2444


Entry 5:
C21H17Cl5N9RhS2 | wB97M-V/def2-TZVPD

Calculated values
highest occupied orbital energy	-13.849	eV
ΔE to the lowest compared entry with this formula, charge and spin	4.3	kcal per mole
net charge	+2
HOMO-LUMO gap	7.48	eV

Last column: natural (NBO) charge in e.
Cartesian coordinates (Å):
Rh  -0.632  0.379  -0.107  0.5315
Cl  -2.428  -0.889  -1.563  0.0848
C  -0.906  -0.981  -2.444  -0.1083
C  0.141  -0.380  -1.778  -0.1432
C  1.382  -0.443  -2.387  -0.0193
Cl  2.750  0.305  -1.640  0.0338
C  1.552  -1.133  -3.595  -0.1148
Cl  3.110  -1.265  -4.293  0.0993
C  0.460  -1.735  -4.227  -0.0893
Cl  0.667  -2.588  -5.695  0.1096
C  -0.808  -1.653  -3.647  -0.0941
Cl  -2.180  -2.376  -4.362  0.1055
C  3.350  2.085  2.603  -0.4099
N  2.064  1.648  3.143  -0.3162
C  1.811  1.368  4.471  -0.0230
C  0.526  1.003  4.566  -0.0562
N  -0.026  1.079  3.284  -0.3571
C  0.950  1.468  2.420  0.2770
S  0.931  1.807  0.741  0.1214
C  -1.410  0.872  3.007  0.3980
C  -2.287  0.658  4.062  -0.2427
C  -3.630  0.486  3.790  -0.0996
C  -4.069  0.559  2.477  -0.2303
C  -3.129  0.777  1.498  0.0688
N  -1.814  0.912  1.741  -0.4812
H  4.027  2.245  3.437  0.2394
H  3.229  3.016  2.055  0.2375
H  3.750  1.321  1.941  0.2317
H  2.572  1.447  5.227  0.2597
H  -0.026  0.697  5.432  0.2527
H  -1.951  0.640  5.084  0.2409
H  -4.325  0.311  4.600  0.2530
H  -5.112  0.451  2.217  0.2554
H  -3.425  0.856  0.461  0.2038
S  0.045  -1.461  1.171  -0.1178
C  0.665  -2.661  0.055  0.1182
N  2.002  -2.768  -0.092  -0.4571
C  2.610  -3.652  -0.903  0.0856
C  1.854  -4.534  -1.629  -0.2349
C  0.468  -4.486  -1.493  -0.0841
C  -0.124  -3.560  -0.651  -0.2431
H  2.567  -2.090  0.409  0.4492
H  3.689  -3.607  -0.941  0.2506
H  2.336  -5.246  -2.282  0.2655
H  -0.152  -5.179  -2.048  0.2549
H  -1.197  -3.509  -0.533  0.2587
N  -0.035  4.230  -3.660  -0.5790
N  -0.765  3.448  -2.797  0.2027
N  -2.068  3.328  -2.899  -0.2300
C  -2.323  2.417  -1.975  0.1555
N  -1.203  2.032  -1.352  -0.3169
N  -0.202  2.700  -1.910  -0.0397
H  -0.672  4.890  -4.093  0.4083
H  0.703  4.697  -3.146  0.3992
H  -3.313  2.062  -1.751  0.2356


Number 1: molecular weight 532.595 g mol⁻¹. Number 2: molecular weight 652.393 g mol⁻¹. Number 3: molecular weight 703.320 g mol⁻¹. Number 4: molecular weight 598.405 g mol⁻¹. Number 5: molecular weight 739.735 g mol⁻¹.